{
  "formula": "C24H59Br2F3NbO10",
  "method": "the ωB97M-V functional and the def2-TZVPD basis",
  "charge": -1,
  "e_lumo_ev": 1.83,
  "multiplicity": 1,
  "homo_lumo_gap_ev": 6.8760,
  "elements": ["F", "C", "F", "Br", "C", "F", "Br", "C", "C", "Nb", "H", "H", "H", "H", "H", "H", "H", "H", "H", "C", "O", "C", "C", "O", "C", "H", "H", "H", "H", "H", "H", "H", "H", "H", "H", "C", "O", "C", "C", "O", "C", "H", "H", "H", "H", "H", "H", "H", "H", "H", "H", "C", "O", "C", "C", "O", "C", "H", "H", "H", "H", "H", "H", "H", "H", "H", "H", "C", "O", "C", "C", "O", "C", "H", "H", "H", "H", "H", "H", "H", "H", "H", "H", "C", "O", "C", "C", "O", "C", "H", "H", "H", "H", "H", "H", "H", "H", "H", "H"],
  "coordinates": [[-0.14744, -2.69103, 1.61962], [-0.74510, -3.43833, 0.74650], [-0.18022, -4.62503, 0.85367], [-0.38456, -2.83794, -1.05906], [-2.27152, -3.50533, 1.04568], [-2.31512, -3.68993, 2.37475], [-2.97946, -5.07471, 0.16675], [-2.95390, -2.18424, 0.70891], [-4.12689, -2.18126, -0.27536], [-6.20450, -2.60985, 0.62330], [-2.19173, -1.50357, 0.35369], [-3.30497, -1.76494, 1.63402], [-4.25172, -1.15001, -0.59814], [-3.91858, -2.74685, -1.17054], [-6.27201, -4.05043, -0.53282], [-5.34159, -3.75782, 1.78165], [-6.02985, -1.28539, 1.89179], [-7.09740, -1.54857, -0.59140], [-7.72835, -3.29230, 1.34335], [0.66940, -1.60041, 6.64132], [1.67733, -0.82975, 6.00906], [2.98265, -1.35553, 6.17859], [3.44076, -2.13992, 4.96749], [2.66570, -3.30712, 4.76861], [1.66109, -3.15752, 3.77249], [-0.29140, -1.28022, 6.24233], [0.79198, -2.66724, 6.44491], [0.67828, -1.42566, 7.72344], [3.03421, -1.98023, 7.07608], [3.65651, -0.50375, 6.32220], [4.47534, -2.46182, 5.13114], [3.42242, -1.50619, 4.07517], [2.10371, -3.19864, 2.77371], [1.11590, -2.22008, 3.88946], [0.96242, -3.98475, 3.87998], [4.08251, 0.22196, -5.40247], [3.59365, 0.51937, -4.10743], [2.18565, 0.71884, -4.07413], [1.44809, -0.50665, -3.58250], [1.58497, -1.59999, -4.47674], [2.55739, -2.54591, -4.06384], [5.09245, -0.17215, -5.29305], [3.46660, -0.52542, -5.90670], [4.12390, 1.13108, -6.01400], [1.81719, 1.01608, -5.06060], [1.99379, 1.54447, -3.38065], [0.38146, -0.26985, -3.52127], [1.78690, -0.78476, -2.58018], [2.16535, -3.16642, -3.25136], [3.48026, -2.06217, -3.73568], [2.77959, -3.18522, -4.91727], [-12.67828, -3.44419, -2.02042], [-13.03557, -3.87324, -0.72005], [-12.16400, -4.87147, -0.20372], [-11.12632, -4.29771, 0.73705], [-10.23340, -3.43147, 0.07183], [-10.53114, -2.06164, 0.26249], [-13.21721, -2.51934, -2.22420], [-11.60674, -3.25136, -2.10296], [-12.97163, -4.19402, -2.76523], [-11.67365, -5.41025, -1.02010], [-12.78571, -5.58646, 0.34654], [-10.53095, -5.12310, 1.14254], [-11.61013, -3.78848, 1.57745], [-10.21384, -1.74254, 1.26123], [-11.59886, -1.85755, 0.13673], [-9.97189, -1.48960, -0.47554], [8.98598, 2.36482, -2.24525], [8.19174, 1.60537, -1.35316], [7.59337, 2.38422, -0.32831], [6.14764, 2.71054, -0.63140], [6.02720, 3.55018, -1.77206], [5.67486, 2.83073, -2.94700], [9.17846, 1.74938, -3.12302], [8.47949, 3.27928, -2.56195], [9.94413, 2.62282, -1.77978], [8.16354, 3.30358, -0.16140], [7.63359, 1.79171, 0.59103], [5.72942, 3.25609, 0.22106], [5.56381, 1.79516, -0.76310], [4.61213, 2.57885, -2.93634], [6.25818, 1.91458, -3.05315], [5.87485, 3.47625, -3.80224], [2.32218, 6.68466, 1.15292], [3.50263, 5.90880, 1.05430], [3.97404, 5.76110, -0.27979], [5.11413, 6.71293, -0.57714], [4.68059, 8.06771, -0.53833], [4.99384, 8.72268, 0.67612], [2.19175, 6.95884, 2.19904], [2.38478, 7.59696, 0.55539], [1.45281, 6.10026, 0.83274], [3.15819, 5.90045, -0.99543], [4.33685, 4.73867, -0.38172], [5.47944, 6.51642, -1.58827], [5.94443, 6.55175, 0.11732], [6.05716, 8.98784, 0.70491], [4.75271, 8.10539, 1.54428], [4.40419, 9.63757, 0.72170]],
  "lowdin_charge": [0.09, -1.01, 0.01, 0.84, -0.85, 0.00, 0.78, -0.34, -0.47, 0.91, 0.06, 0.08, 0.02, -0.01, -0.17, -0.17, -0.20, -0.20, -0.19, -0.11, -0.19, -0.21, -0.21, -0.19, -0.11, 0.09, 0.08, 0.09, 0.12, 0.12, 0.12, 0.13, 0.09, 0.08, 0.09, -0.11, -0.21, -0.20, -0.22, -0.19, -0.11, 0.09, 0.08, 0.09, 0.13, 0.12, 0.13, 0.11, 0.07, 0.08, 0.09, -0.12, -0.20, -0.21, -0.22, -0.24, -0.14, 0.09, 0.09, 0.08, 0.12, 0.12, 0.13, 0.12, 0.08, 0.08, 0.07, -0.11, -0.19, -0.20, -0.20, -0.21, -0.09, 0.09, 0.08, 0.09, 0.13, 0.13, 0.12, 0.13, 0.08, 0.09, 0.09, -0.11, -0.19, -0.19, -0.20, -0.19, -0.12, 0.09, 0.08, 0.09, 0.13, 0.09, 0.12, 0.13, 0.09, 0.08, 0.09]
}

---

{
  "formula": "C24H59ClIN7NbO7",
  "method": "the ωB97M-V functional and the def2-TZVPD basis",
  "charge": -1,
  "e_lumo_ev": 1.68,
  "multiplicity": 1,
  "homo_lumo_gap_ev": 6.2825,
  "elements": ["C", "C", "C", "Cl", "Nb", "I", "H", "H", "H", "H", "H", "H", "H", "H", "H", "H", "C", "O", "N", "C", "C", "H", "H", "H", "H", "H", "H", "H", "C", "O", "N", "C", "C", "H", "H", "H", "H", "H", "H", "H", "C", "O", "N", "C", "C", "H", "H", "H", "H", "H", "H", "H", "C", "O", "N", "C", "C", "H", "H", "H", "H", "H", "H", "H", "C", "O", "N", "C", "C", "H", "H", "H", "H", "H", "H", "H", "C", "O", "N", "C", "C", "H", "H", "H", "H", "H", "H", "H", "C", "O", "N", "C", "C", "H", "H", "H", "H", "H", "H", "H"],
  "coordinates": [[-2.42875, 1.89469, -3.86841], [-1.05347, 2.68461, -4.28495], [-1.20385, 4.30963, -4.44105], [-2.82199, 5.00989, -3.87046], [0.62675, 5.23513, -3.34958], [-0.97111, 7.19786, -2.08136], [-2.81556, 2.26229, -2.82002], [-3.23381, 1.97203, -4.72844], [-2.13534, 0.74803, -3.71283], [-0.23536, 2.46587, -3.44503], [-0.59352, 2.28457, -5.30293], [-1.06550, 4.56419, -5.57485], [0.86864, 6.27454, -4.81659], [2.15715, 5.81769, -2.57995], [0.31691, 4.14472, -1.92215], [1.60809, 3.87070, -4.09795], [2.19244, 3.13071, 0.21990], [2.58569, 3.51187, -0.87476], [1.71585, 1.86833, 0.50370], [1.26755, 1.49306, 1.82893], [1.66115, 0.88413, -0.55727], [2.19147, 3.79977, 1.09585], [1.87458, 0.65522, 2.18406], [0.21839, 1.18847, 1.77480], [1.36330, 2.32755, 2.52893], [2.66976, 0.73125, -0.95317], [1.02139, 1.26196, -1.36049], [1.26400, -0.06377, -0.18482], [2.84343, -3.19041, -0.97725], [1.80906, -2.54290, -1.07225], [3.79512, -3.03780, 0.00879], [4.99672, -3.84544, 0.05261], [3.58777, -2.03737, 1.03517], [3.09887, -3.97688, -1.70605], [5.01913, -4.39590, 0.99763], [5.86819, -3.18728, -0.00891], [5.02472, -4.55651, -0.77753], [2.65523, -2.25768, 1.56360], [3.50031, -1.05477, 0.56183], [4.42029, -2.03236, 1.74359], [-2.23608, 0.19442, 2.31474], [-1.25563, 0.65788, 2.88230], [-2.63327, -1.12545, 2.35331], [-3.80966, -1.59768, 1.65248], [-1.84934, -2.07193, 3.11942], [-2.90096, 0.82791, 1.70519], [-4.50685, -2.02516, 2.37895], [-3.50961, -2.36744, 0.93564], [-4.30414, -0.78230, 1.11752], [-1.82044, -1.74700, 4.16392], [-0.82792, -2.08769, 2.72743], [-2.28352, -3.07321, 3.05698], [-8.36309, 5.87648, -4.33730], [-9.39746, 6.52398, -4.43230], [-7.41140, 6.02908, -3.35126], [-6.20981, 5.22144, -3.30744], [-7.61875, 7.02951, -2.32488], [-8.10765, 5.09000, -5.06610], [-6.18739, 4.67098, -2.36242], [-5.33833, 5.87961, -3.36896], [-6.18180, 4.51037, -4.13758], [-8.55129, 6.80921, -1.79645], [-7.70621, 8.01211, -2.79822], [-6.78623, 7.03452, -1.61646], [-2.35859, -2.71029, 6.92617], [-1.73062, -3.71923, 6.63306], [-3.72523, -2.63941, 7.09515], [-4.39631, -1.40386, 7.44315], [-4.51708, -3.83913, 6.91920], [-1.85328, -1.74333, 7.08296], [-4.92206, -1.54166, 8.39244], [-5.11672, -1.15872, 6.65743], [-3.68230, -0.58200, 7.54448], [-4.17586, -4.59810, 7.62978], [-4.36962, -4.21696, 5.90298], [-5.57724, -3.62998, 7.08439], [3.04732, -4.11304, -5.14689], [3.53716, -4.19040, -4.02783], [2.35271, -3.03017, -5.64305], [1.80177, -3.01521, -6.98256], [2.16709, -1.86872, -4.79812], [3.13063, -4.94085, -5.86989], [2.24426, -2.18332, -7.53818], [0.71849, -2.87805, -6.91839], [2.01460, -3.95060, -7.50724], [3.14773, -1.47742, -4.51068], [1.62915, -2.16886, -3.89383], [1.60136, -1.09502, -5.32376], [5.64324, -3.18096, 4.30511], [4.92657, -4.12239, 3.99159], [6.96070, -3.01934, 3.93168], [7.74449, -1.87349, 4.34488], [7.58263, -4.02775, 3.09883], [5.26931, -2.35856, 4.93659], [8.08607, -1.33829, 3.45412], [8.60910, -2.22334, 4.91629], [7.15407, -1.19504, 4.96669], [7.02344, -4.10978, 2.16182], [7.54402, -4.99062, 3.61708], [8.62220, -3.76540, 2.88568]],
  "lowdin_charge": [-0.20, -0.40, -0.90, 0.31, 0.84, -0.15, 0.06, 0.07, 0.07, 0.03, 0.10, 0.03, -0.19, -0.18, -0.14, -0.12, -0.35, -0.09, -0.20, -0.07, -0.06, 0.13, 0.08, 0.05, 0.09, 0.09, 0.08, 0.07, -0.31, 0.00, -0.19, -0.07, -0.04, 0.11, 0.07, 0.09, 0.09, 0.10, 0.08, 0.08, -0.30, -0.01, -0.20, -0.07, -0.04, 0.14, 0.08, 0.09, 0.09, 0.08, 0.10, 0.09, -0.33, -0.01, -0.21, -0.09, -0.05, 0.13, 0.09, 0.05, 0.08, 0.09, 0.09, 0.09, -0.34, 0.00, -0.21, -0.07, -0.05, 0.13, 0.09, 0.09, 0.09, 0.09, 0.09, 0.09, -0.32, -0.01, -0.20, -0.07, -0.04, 0.13, 0.09, 0.09, 0.08, 0.10, 0.09, 0.09, -0.33, 0.00, -0.21, -0.07, -0.05, 0.13, 0.09, 0.09, 0.09, 0.07, 0.09, 0.09]
}

---

Which formula does entry 1 have?
C24H59Br2F3NbO10